No. 1
# C29H63I2NO19S5

A 6-piece molecular cluster, C29H63I2NO19S5 overall at a distorted geometry (the ωB97M-V functional and the def2-TZVPD basis, the Open Molecules 2025 dataset).

Each line ends with the Mulliken charge.
Atoms and positions in Å:
C  -0.33470  -5.90225  4.17585  -1.370
C  -0.52615  -4.43056  3.94685  1.108
C  0.63451  -3.74740  3.29315  -1.499
N  -1.61578  -3.91026  4.36194  -0.647
C  -2.17304  -2.73339  3.73905  0.702
C  -2.68025  -2.99692  2.29638  -1.516
I  -4.15704  -1.55888  1.66435  0.123
C  -1.64309  -3.31292  1.21575  -0.319
C  -0.91723  -2.17014  0.51806  -1.061
I  -2.72825  -4.38187  -0.36265  0.112
O  -3.48298  -2.66960  4.42695  -0.182
C  -3.66500  -1.55850  5.16299  0.561
O  -4.53407  -1.40467  5.99029  -0.644
O  -2.74898  -0.64653  4.78830  -0.424
C  -1.61402  -1.34182  4.21199  1.300
C  -0.62579  -1.45797  5.39443  -2.119
C  -1.03681  -0.35311  3.20971  1.108
C  -0.90301  1.09980  3.72063  -0.858
C  0.33015  1.79478  3.14971  -0.587
C  1.64957  1.15219  3.52377  -0.504
O  2.15101  0.39321  2.40019  -0.593
H  -0.71658  -6.47923  3.33966  0.279
H  -0.79365  -6.17366  5.12026  0.397
H  0.72959  -6.11667  4.27578  0.377
H  0.44783  -2.72626  2.97568  -0.070
H  0.92177  -4.31100  2.40417  0.540
H  1.50516  -3.76773  3.94412  0.429
H  -3.27435  -3.89584  2.41025  1.045
H  -0.91824  -4.04747  1.53197  0.457
H  -0.49606  -2.52768  -0.41383  0.588
H  -0.06858  -1.86934  1.13074  0.131
H  -1.54273  -1.30692  0.33311  0.261
H  -0.81161  -0.63324  6.07116  0.552
H  -0.76544  -2.36994  5.96454  0.521
H  0.39066  -1.34948  5.02956  0.203
H  -0.04301  -0.64613  2.87763  -0.380
H  -1.62880  -0.27969  2.30378  -0.220
H  -1.77166  1.64219  3.35089  0.322
H  -0.94568  1.18423  4.80161  0.376
H  0.23753  1.92962  2.07536  0.138
H  0.33848  2.80525  3.56078  0.581
H  2.40727  1.89382  3.76354  0.353
H  1.53696  0.45925  4.35700  0.239
H  2.57340  -0.40128  2.72183  0.290
O  -0.21198  3.34596  0.00823  -0.658
S  -1.06608  2.92826  -1.06281  1.241
O  -0.58379  2.02501  -2.05959  -0.640
O  -1.67479  4.21516  -1.76225  -0.261
C  -0.75544  5.22193  -2.25047  -0.460
C  -0.03179  4.80548  -3.51379  -0.863
C  -2.57097  2.30043  -0.40523  -0.633
H  -0.05292  5.48474  -1.45800  0.322
H  -1.37102  6.09834  -2.44273  0.269
H  0.63522  3.96592  -3.33287  0.305
H  0.56697  5.62963  -3.89563  0.409
H  -0.74468  4.49848  -4.27961  0.240
H  -2.95446  2.99574  0.33634  0.337
H  -2.34120  1.34275  0.05681  -0.007
H  -3.28081  2.16109  -1.21582  0.387
O  -6.79916  -6.39798  6.28006  -0.677
S  -6.93556  -4.97555  6.39780  1.245
O  -7.18114  -4.38749  7.67881  -0.626
O  -8.07068  -4.49694  5.38211  -0.233
C  -9.36096  -5.12905  5.47284  -0.397
C  -10.15906  -4.67172  6.67840  -0.998
C  -5.58228  -4.16298  5.62977  -0.999
H  -9.23758  -6.21357  5.46586  0.356
H  -9.87991  -4.85309  4.55671  0.254
H  -9.68902  -4.98620  7.60833  0.310
H  -11.16299  -5.09647  6.64357  0.387
H  -10.23167  -3.58453  6.69875  0.263
H  -5.41722  -4.59157  4.64625  0.288
H  -4.71362  -4.32168  6.26269  0.433
H  -5.80153  -3.10773  5.56222  0.326
O  3.74553  -7.44699  4.36962  -0.616
S  4.95415  -7.44194  3.60178  1.233
O  5.31455  -6.29372  2.82964  -0.613
O  4.97326  -8.72951  2.67206  -0.269
C  3.85131  -8.94191  1.78700  -0.317
C  3.85461  -8.00529  0.59523  -0.954
C  6.30958  -7.88549  4.63020  -0.992
H  2.92180  -8.86447  2.35330  0.311
H  3.94437  -9.97255  1.45208  0.268
H  3.70569  -6.97092  0.90081  0.262
H  3.05257  -8.27584  -0.09173  0.387
H  4.80739  -8.05760  0.06926  0.270
H  6.04762  -8.77339  5.19821  0.321
H  6.48819  -7.04516  5.29701  0.371
H  7.18032  -8.06009  4.00452  0.335
O  2.60083  4.71794  -5.11875  -0.515
S  3.85487  4.83889  -5.79835  1.084
O  4.28739  6.11185  -6.28738  -0.560
O  3.90407  3.77316  -6.97309  -0.287
C  2.82952  3.78393  -7.94261  -0.356
C  2.92063  4.95317  -8.89947  -0.868
C  5.13412  4.14216  -4.81288  -1.026
H  1.86988  3.76725  -7.42359  0.280
H  2.92220  2.84440  -8.48333  0.283
H  2.77141  5.90029  -8.38569  0.222
H  2.15783  4.87058  -9.67301  0.400
H  3.90283  4.98745  -9.37118  0.278
H  4.81700  3.16474  -4.46096  0.339
H  5.29047  4.81670  -3.97419  0.365
H  6.03756  4.07215  -5.41209  0.351
O  1.76389  8.08295  -9.76235  -0.583
S  2.10994  9.33430  -10.36250  1.199
O  3.00128  9.37488  -11.47913  -0.615
O  2.64054  10.30584  -9.22454  -0.275
C  3.72953  9.83684  -8.39388  -0.225
C  5.06313  9.84297  -9.11315  -1.061
C  0.65124  10.23120  -10.76472  -0.996
H  3.49179  8.84554  -8.00431  0.271
H  3.75705  10.52139  -7.54902  0.253
H  5.07889  9.12236  -9.92894  0.298
H  5.86024  9.58444  -8.41620  0.396
H  5.26509  10.82581  -9.53904  0.301
H  -0.01648  10.22413  -9.90812  0.314
H  0.19203  9.72462  -11.61043  0.373
H  0.92910  11.24465  -11.04002  0.343

Forces on atoms 1 to 3 (eV/Å):
C 1.0 0.4 0.9
C -0.1 -0.1 0.5
C -0.1 0.1 -0.8

## Properties
**E_LUMO**: 0.03 eV
**DFT total energy**: -5213.340762 hartree
**HOMO**: -9.2916 eV
**Structure (SMILES)**: CC(C)=N[C@@]1([C@@H](I)[C@H](C)I)OC(=O)O[C@]1(C)CCCCO.CCOS(C)(=O)=O.CCOS(C)(=O)=O.CCOS(C)(=O)=O.CCOS(C)(=O)=O.CCOS(C)(=O)=O
**HOMO-LUMO gap**: 9.32 eV


No. 2
# C29H64F4N8O2S

A 5-piece molecular cluster, C29H64F4N8O2S overall at a distorted geometry (the ωB97M-V functional and the def2-TZVPD basis, the Open Molecules 2025 dataset).

Each line ends with the Mulliken charge.
Atoms and positions in Å:
O  1.30445  1.66322  -3.88323  -0.677
S  1.13696  2.01017  -2.46674  1.105
O  1.55496  0.86896  -1.64771  -0.600
C  2.17958  3.45479  -2.18707  -0.475
C  1.89192  4.14160  -0.85539  0.354
N  2.65633  5.19308  -0.57170  -0.535
N  2.43563  5.75890  0.59658  0.039
C  1.47982  5.21144  1.33990  -0.061
C  1.25867  5.86216  2.70617  1.147
F  0.90754  4.89807  3.54905  -0.305
F  0.25584  6.72456  2.64936  -0.274
C  2.53464  6.54702  3.26824  0.094
F  2.54626  6.38349  4.59201  -0.295
F  2.47889  7.84791  3.04048  -0.249
N  0.68658  4.18603  1.04561  -0.530
N  0.90656  3.61967  -0.11991  0.126
H  -0.18550  2.32263  -2.31852  0.091
H  3.19507  3.06823  -2.11135  0.314
H  2.07006  4.15846  -3.00764  0.365
H  3.45046  6.12527  2.86528  0.357
C  -3.80544  1.04729  0.13126  -1.331
C  -4.13903  1.81388  -1.14081  -0.430
N  -3.54404  1.22614  -2.32605  0.415
C  -3.59028  2.09665  -3.49431  -0.707
C  -4.96532  2.47071  -4.05521  -1.162
C  -3.86366  -0.17055  -2.57645  0.001
C  -5.34035  -0.55940  -2.70156  -1.166
H  -2.72729  0.91594  0.23698  0.268
H  -4.16568  1.59945  1.00020  0.443
H  -4.27698  0.06359  0.15198  0.278
H  -3.74493  2.82842  -1.03176  0.455
H  -5.23187  1.91141  -1.22477  0.251
H  -2.99157  1.64946  -4.29249  0.414
H  -3.06900  3.02638  -3.23720  0.368
H  -5.43187  1.63644  -4.57647  0.235
H  -4.85681  3.27854  -4.78238  0.423
H  -5.64596  2.82156  -3.27911  0.290
H  -3.42550  -0.76385  -1.76911  -0.405
H  -3.33062  -0.49296  -3.47409  0.403
H  -5.95024  -0.13146  -1.90453  0.252
H  -5.43705  -1.64532  -2.63482  0.428
H  -5.76551  -0.26011  -3.65814  0.291
C  8.69291  11.33813  2.06984  -1.425
C  7.20092  11.22888  2.34989  -0.346
N  6.69818  9.87432  2.22689  0.124
C  5.24707  9.79587  2.18128  -0.713
C  4.46089  10.24552  3.41621  -0.983
C  7.36105  8.87839  3.05090  -0.691
C  7.39675  9.10572  4.56620  -0.943
H  8.94120  10.89749  1.10346  0.333
H  8.98858  12.38788  2.04901  0.437
H  9.29133  10.84669  2.83851  0.290
H  6.67785  11.85024  1.61817  0.443
H  6.98972  11.66601  3.33774  0.273
H  4.95976  8.77023  1.93239  0.344
H  4.91332  10.39803  1.32975  0.365
H  4.53761  9.52699  4.23100  0.145
H  3.40193  10.32674  3.16556  0.389
H  4.78450  11.22139  3.78003  0.361
H  8.39238  8.78404  2.69887  0.367
H  6.91085  7.90350  2.84603  0.333
H  7.69578  10.12240  4.82449  0.243
H  8.12525  8.42964  5.01955  0.382
H  6.43613  8.90039  5.03595  0.256
C  -0.59376  -2.06912  -0.53454  -0.725
C  -0.20290  -3.47775  -0.95235  -0.379
N  -0.73241  -4.49895  -0.06803  0.129
C  -0.13058  -5.80649  -0.26390  -0.813
C  -0.34305  -6.50056  -1.61282  -0.878
C  -2.17319  -4.48583  0.11582  -0.744
C  -3.05962  -4.59802  -1.13012  -0.894
H  -0.32793  -1.87945  0.50647  0.334
H  -0.06914  -1.33686  -1.14984  0.332
H  -1.66447  -1.89232  -0.65638  -0.253
H  0.88809  -3.54217  -0.93239  0.443
H  -0.50451  -3.63497  -1.99940  0.228
H  -0.47026  -6.47152  0.53566  0.425
H  0.94747  -5.69960  -0.10500  0.401
H  -1.36037  -6.87807  -1.71858  0.058
H  0.32484  -7.36140  -1.69084  0.371
H  -0.12525  -5.84350  -2.45527  0.395
H  -2.43633  -3.55923  0.63436  0.398
H  -2.44115  -5.27952  0.81814  0.380
H  -2.73703  -3.92733  -1.92836  0.217
H  -4.08622  -4.32524  -0.87318  0.374
H  -3.08935  -5.61287  -1.52472  0.232
C  -4.17667  -12.83846  0.45902  -1.446
C  -2.88262  -12.03780  0.43410  -0.319
N  -2.68565  -11.31668  -0.80834  0.141
C  -1.33560  -10.80619  -0.97586  -0.873
C  -0.84420  -9.74774  0.01526  -0.470
C  -3.75410  -10.40849  -1.18932  -0.758
C  -4.14635  -9.30369  -0.20141  -0.596
H  -4.24496  -13.49542  -0.40895  0.334
H  -4.20996  -13.45828  1.35605  0.437
H  -5.05701  -12.19411  0.47572  0.292
H  -2.05335  -12.74049  0.55115  0.445
H  -2.85571  -11.37474  1.31249  0.260
H  -1.23244  -10.41645  -1.99243  0.371
H  -0.65144  -11.65986  -0.92844  0.373
H  -1.30907  -8.78014  -0.16608  -0.272
H  0.23346  -9.60916  -0.09989  0.434
H  -1.02485  -10.03439  1.05191  0.345
H  -4.64514  -11.00729  -1.39874  0.360
H  -3.49684  -9.95399  -2.14920  0.340
H  -4.26704  -9.68115  0.81502  0.242
H  -5.10304  -8.86944  -0.50064  0.395
H  -3.42002  -8.49164  -0.18246  -0.054

Forces on atoms 1 to 3 (eV/Å):
O -0.6 1.6 1.0
S 1.7 -4.1 -2.5
O -0.9 2.3 0.5

## Properties
**E_LUMO**: -2.10 eV
**ΔE to the lowest compared entry with this formula, charge and spin**: 0.00 kcal per mole
**DFT total energy**: -2529.344438 hartree
**HOMO**: -7.9551 eV
**Structure (SMILES)**: O=[SH](=O)Cc1nnc(C(F)(F)C(F)F)nn1.CCN(CC)CC.CCN(CC)CC.CCN(CC)CC.CCN(CC)CC
**HOMO-LUMO gap**: 5.86 eV


Which formula does entry 1 have? C29H63I2NO19S5


Which of these has the highest E_LUMO? C29H63I2NO19S5


What is the DFT total energy in the second record? -2529.344438 hartree